Density functional theory data (ωB97M-V/def2-TZVPD) for a gas-phase ion, C11H12N (charge +1).

## Properties
- Structure (SMILES): CC#CC1=C(C)[C@H]2C[N+]#C[C@@]12C
- Total energy: -480.62670 Ha
- Charge: +1
- HOMO energy: -13.539 eV

The geometry in XYZ format:
```
24
Properties=species:S:1:pos:R:3:forces:R:3
C -3.5675 -0.5007 -0.4962 -0.9 0.2 -0.1
C -2.1739 -0.6394 -0.1653 1.1 -0.2 0.0
C -1.1502 -1.3301 0.0897 0.0 0.6 0.0
C 0.1478 -0.9368 0.3412 0.3 -0.1 0.2
C 1.4228 -0.8362 -0.1484 -0.3 0.3 0.3
C 2.4431 -1.7985 -0.5584 0.2 -0.3 -0.1
C 1.4946 0.6694 -0.0087 0.0 -0.1 -0.1
C 1.0773 1.4207 -1.3152 0.9 0.3 0.0
N -0.3701 1.3440 -1.3471 -1.9 -0.6 1.0
C -0.8274 0.9199 -0.2970 0.0 0.3 -2.0
C 0.1489 0.5370 0.7888 0.6 -0.5 0.6
C -0.0244 0.9701 2.2038 -0.1 0.1 0.2
H -3.8537 0.5483 -0.5522 -0.1 -0.1 0.0
H -4.1743 -0.9928 0.2686 0.0 0.1 -0.1
H -3.7723 -0.9714 -1.4607 0.0 0.1 0.1
H 1.9787 -2.6671 -1.0247 0.0 0.0 -0.1
H 2.9968 -2.1677 0.3120 0.0 0.1 0.0
H 3.1579 -1.3282 -1.2311 0.0 -0.1 0.0
H 2.3992 1.0783 0.4355 0.0 0.0 0.1
H 1.3815 2.4697 -1.2929 0.1 -0.1 0.0
H 1.4715 0.9577 -2.2212 0.0 0.1 0.0
H -0.0713 2.0608 2.2532 0.0 -0.1 0.0
H 0.8151 0.6303 2.8134 -0.1 0.0 -0.1
H -0.9499 0.5625 2.6129 0.0 0.0 0.0
```
Positions in Å, forces in eV/Å.

=====

Density functional theory data (ωB97M-V/def2-TZVPD) for a single C11H12N2O2 molecule.

## Properties
- Total energy: -685.95791 Ha
- Multiplicity: 3
- Charge: 0
- HOMO energy (spin up / spin down): -5.139 / -7.817 eV

The geometry in XYZ format:
```
27
Properties=species:S:1:pos:R:3:forces:R:3
C -0.5824 2.9807 -0.5378 -0.6 3.9 -1.2
C 0.9520 -2.7252 1.0736 -0.4 -1.7 -0.8
C -0.7081 1.9180 -0.0430 0.6 -2.0 0.7
C 1.3448 -2.0191 0.0377 0.0 0.2 0.1
C -0.4119 0.3934 1.6429 -1.8 0.9 0.1
C 0.5376 -0.2511 2.2468 2.4 -1.3 1.6
C 1.4249 -1.1094 2.7160 0.6 -2.2 -0.5
C -0.6481 -0.2789 -0.8102 2.2 2.1 -1.8
C 0.6826 -0.5248 -1.6108 2.0 2.7 1.0
C -0.6637 4.3882 -1.0592 -0.9 -0.8 3.1
C 0.2126 -4.0633 0.7657 2.0 -1.0 2.0
N -0.5381 0.6410 0.3058 -1.4 0.1 -1.7
N 1.6053 -1.4960 -1.0295 0.0 -0.1 0.1
O 1.3527 -2.5183 2.3696 0.8 1.6 0.1
O 2.5591 -0.8717 3.4157 -0.5 0.4 0.8
H -0.9686 0.9849 2.3339 -0.4 1.3 0.0
H -1.2356 0.2314 -1.6379 -0.3 -1.1 1.4
H -0.8624 -1.2212 -0.4112 -1.4 -1.5 0.1
H 0.3674 -0.9229 -2.5267 -0.2 -0.6 -1.6
H 1.4150 0.4279 -1.8839 -2.4 -2.0 0.8
H -0.1756 5.0319 -0.2721 0.3 -0.4 -1.4
H -0.2822 4.3338 -2.0480 0.4 0.9 -0.8
H -1.7076 4.7610 -0.9716 0.4 -0.4 -0.7
H 0.2846 -4.6564 1.7378 0.1 0.6 -1.1
H -0.8443 -3.9839 0.6387 -0.7 0.3 -0.6
H 0.7334 -4.7082 -0.0153 -0.8 1.1 0.8
H 2.6642 0.1005 3.5475 -0.3 -1.1 -0.3
```
Positions in Å, forces in eV/Å.

=====

Density functional theory data (ωB97M-V/def2-TZVPD) for a single C11H12N2O2S molecule.

## Properties
- Total energy: -1084.46604 Ha
- Charge: 0
- HOMO energy: -8.923 eV

The geometry in XYZ format:
```
28
Properties=species:S:1:pos:R:3:forces:R:3
O 4.1508 0.9771 -1.0013 -0.5 1.5 -0.1
O -1.1650 -1.5978 -1.2470 0.6 -0.5 -1.4
C 3.4932 0.0048 -1.3283 -0.4 2.1 1.5
C -0.2005 0.6357 1.1336 2.0 0.6 -1.9
C -0.0148 0.5613 -0.2416 1.1 1.3 3.3
C -3.0412 -0.8017 3.1693 -1.7 -1.1 -1.9
C -3.7319 -1.2751 2.0484 -0.5 0.4 0.6
C -1.8801 -0.1836 2.9133 3.1 1.9 3.6
C -3.3759 -0.9643 0.7546 -0.3 -1.0 -1.8
C -1.4259 0.0936 1.6409 -0.3 -0.6 -0.6
C -2.1904 -0.3389 0.5703 0.1 1.7 0.1
N 4.2007 -1.1044 -1.6284 1.1 -1.3 -1.7
N 2.1096 -0.0073 -1.3323 1.9 -0.1 1.2
S -1.4128 -0.1414 -1.0564 -0.6 -0.8 1.5
C 0.8272 1.7654 -2.3111 4.1 2.3 0.9
C 1.2443 1.1174 -0.9061 0.0 0.4 -2.8
H 0.5936 1.0598 1.7791 -0.6 -0.2 -0.4
H -3.4592 -0.9286 4.1472 0.2 -0.2 0.3
H -4.5742 -1.8648 2.2486 -1.3 -0.6 0.0
H -1.3129 0.0694 3.9111 -0.5 0.0 -2.4
H -3.8526 -1.2612 -0.2147 -0.2 -0.2 1.5
H 5.2029 -0.8580 -1.7957 -1.5 -0.5 0.7
H 4.0106 -1.9114 -1.0801 0.0 -0.7 0.1
H 1.7152 -0.8153 -1.7433 -0.9 -0.6 -0.3
H 1.6206 1.7772 -3.1419 -0.5 -0.5 1.7
H 0.0741 1.2476 -2.7096 -3.2 -1.9 -1.5
H 0.6081 2.8267 -2.2738 -0.6 0.1 0.5
H 1.7864 1.9179 -0.3049 -0.5 -1.6 -0.5
```
Positions in Å, forces in eV/Å.

=====

Density functional theory data (ωB97M-V/def2-TZVPD) for a single C11H12N2O3 molecule.

## Properties
- Structure (SMILES): COc1ccc2oc(C)c(C(=O)NN)c2c1
- Total energy: -761.58434 Ha
- Charge: 0
- HOMO energy: -8.198 eV

The geometry in XYZ format:
```
28
Properties=species:S:1:pos:R:3:forces:R:3
C -1.7965 -3.9069 0.0762 -0.1 -0.1 -0.2
O -1.2474 -3.5031 1.3081 0.1 0.1 0.2
C -0.6396 -2.2856 1.3720 0.1 0.2 0.1
C -0.1050 -1.9597 2.6330 -0.1 -0.1 -0.1
C 0.5461 -0.7694 2.8636 0.1 0.3 -0.1
C 0.6553 0.1066 1.7946 -0.6 -0.8 -0.8
O 1.2543 1.3269 1.7631 0.2 0.4 0.2
C 1.1082 1.8141 0.5088 -0.2 -0.2 -0.7
C 1.7320 3.1384 0.2433 0.0 -0.1 0.2
C 0.4217 0.9395 -0.2947 0.3 0.1 0.6
C 0.0571 1.0310 -1.7128 0.2 0.4 -0.2
O -0.2171 0.0651 -2.4054 -0.1 -0.2 0.1
N 0.0549 2.2895 -2.2409 0.0 0.3 -0.4
N -0.4403 2.5015 -3.5477 0.1 -0.1 0.0
C 0.1245 -0.2005 0.5333 0.3 0.2 0.7
C -0.5327 -1.4060 0.3084 -0.1 -0.2 0.0
H -2.5939 -3.2308 -0.2479 0.0 0.0 0.0
H -1.0316 -3.9634 -0.7043 0.0 0.0 0.0
H -2.2115 -4.8985 0.2494 0.0 0.1 -0.1
H -0.2209 -2.6842 3.4229 0.0 -0.1 0.1
H 0.9555 -0.5266 3.8305 0.0 0.0 0.1
H 2.5073 3.3154 0.9852 0.0 0.1 0.0
H 0.9986 3.9418 0.3277 0.0 0.1 0.0
H 2.1704 3.1644 -0.7513 0.0 0.0 0.0
H -0.0063 3.1011 -1.6464 -0.1 -0.2 0.0
H -0.9720 1.6640 -3.7973 0.2 0.2 0.1
H 0.3471 2.5506 -4.1966 -0.2 -0.1 0.3
H -0.9181 -1.6149 -0.6748 0.0 -0.1 -0.1
```
Positions in Å, forces in eV/Å.

=====

Density functional theory data (ωB97M-V/def2-TZVPD) for 2 unconnected molecules or ions with the total composition C11H12NO2.

## Properties
- Total energy: -631.62448 Ha
- Charge: -1
- HOMO energy: -4.093 eV

The geometry in XYZ format:
```
26
Properties=species:S:1:pos:R:3:forces:R:3
C -2.2902 -0.5880 -2.3861 -1.6 2.7 0.7
C -1.0115 -1.3044 -0.3338 -2.9 0.3 -1.4
C 0.9930 -0.3353 -0.5033 0.2 0.9 0.9
C -1.1560 -0.4948 -1.4787 3.1 -1.0 2.9
C 0.2161 0.1847 -1.5950 -1.7 -2.7 1.1
C 2.3191 0.1234 -0.1884 -2.6 -1.2 -1.6
C 2.8839 0.9246 -1.1826 0.1 -0.8 1.2
C 0.8493 0.9145 -2.5614 0.6 1.1 -1.2
C 2.2123 1.2769 -2.3650 -1.1 0.1 -0.1
N 0.2177 -1.2191 0.2236 0.6 0.5 -1.2
H 0.2702 -1.2930 1.2141 0.0 -0.3 1.6
H -1.8802 -1.9412 0.1248 2.2 1.3 -0.7
H 2.8145 -0.3445 0.6689 0.1 0.6 -0.3
H -3.1129 -1.2401 -2.1240 -0.1 0.1 0.8
H -2.0175 -0.9450 -3.2857 1.4 -1.5 -3.4
H 3.8995 1.1504 -0.8975 0.4 0.7 -0.9
H 0.2182 1.1972 -3.4577 1.2 -0.1 0.9
H 2.6994 1.8835 -3.1213 0.1 -0.1 0.1
H -2.6861 0.4217 -2.6827 0.0 -0.6 0.6
C -0.3201 0.7543 3.9896 -2.2 0.0 -3.3
C -1.2270 -0.4681 3.5757 -3.1 -0.3 -0.5
O -0.8434 -1.2814 2.6893 2.2 0.3 0.2
O -2.4356 -0.5137 3.9297 0.8 0.9 1.1
H -0.7060 1.4602 4.7313 0.4 -0.9 0.5
H -0.5643 1.3714 3.0074 1.4 -1.0 1.6
H 0.6577 0.3059 4.0087 0.7 0.8 0.3
```
Positions in Å, forces in eV/Å.

=====

Density functional theory data (ωB97M-V/def2-TZVPD) for 2 unconnected molecules or ions with the total composition C11H12NO2.

## Properties
- Total energy: -631.58119 Ha
- Charge: -1
- HOMO energy: -3.763 eV

The geometry in XYZ format:
```
26
Properties=species:S:1:pos:R:3:forces:R:3
C -3.1919 -0.8433 2.8776 -1.0 -0.5 1.9
C -2.8194 -2.3223 2.6321 1.0 -0.6 1.2
O -3.3705 -2.9815 1.7435 -1.0 0.4 -1.0
O -1.9157 -2.7638 3.3833 0.4 0.4 0.4
H -4.1546 -0.6304 2.4696 -0.6 0.3 -0.7
H -2.4378 -0.2383 2.4636 0.5 1.0 -0.4
H -3.2651 -0.5469 3.9667 0.3 -0.7 -0.9
C 2.8828 2.2192 -2.3203 0.5 0.1 -0.7
C 0.8165 -0.5281 -0.9175 -0.2 1.4 -3.1
C 1.1361 0.8832 -1.0599 -1.1 -1.4 2.2
C 2.1698 0.9564 -2.0947 -2.5 -0.8 1.9
C 2.2731 -0.3007 -2.6769 -0.7 2.7 0.5
C -0.5703 -0.2030 0.7948 -0.3 -0.2 0.1
C -0.0288 -1.1699 -0.0022 1.3 0.9 0.5
C -0.4457 1.2006 0.7523 -0.8 -1.4 -0.3
C 0.3743 1.7625 -0.1632 2.7 0.9 -1.6
N 1.2586 -1.0569 -2.1217 1.1 -1.7 1.2
H -1.2449 -0.5413 1.4895 -1.0 -0.9 1.6
H -0.0405 -2.2603 0.2814 -0.4 1.3 -0.8
H -1.1473 1.6893 1.4229 0.5 0.5 -0.1
H 0.5585 2.8587 -0.1727 -0.2 -0.8 -0.1
H 1.1935 -2.0459 -2.1472 0.4 -0.9 -0.6
H 2.8895 -0.5082 -3.5362 -0.2 -0.6 0.0
H 2.5079 3.1479 -1.7800 0.1 -1.5 -0.8
H 2.7043 2.2797 -3.4511 1.6 0.9 1.4
H 3.8675 1.9432 -1.8340 -0.3 1.2 -1.5
```
Positions in Å, forces in eV/Å.

=====

Here are the calculated relative energy (zero: lowest compared OMol25 entry of this formula, charge and spin) numbers, same order: 6.014, 4.354, 3.072, 0.000, 1.994, 3.171 (eV).